Entry 1:
One molecule with the formula C3H4OS. Source: the OMol25 dataset; level of theory: ωB97M-V/def2-TZVPD.

Summary:
- E_LUMO: 0.5411 eV
- HOMO level: -0.35905 Eh
- Total charge: 0
- Energy above the lowest of the compared OMol25 structures with the same formula, charge and spin: 345.3 kJ/mol
- Gap between HOMO and LUMO: 10.3 eV
- Calculated total energy: -16054.53113 eV

CARTESIAN COORDINATES (ANGSTROEM)
C  -0.54  2.57  0.05
C  -0.75  1.45  -0.26
C  -0.20  -1.08  -0.04
O  -2.55  -0.29  0.67
S  -1.73  -0.15  -0.51
H  -0.13  3.37  0.50
H  -0.27  -2.05  -0.48
H  -0.02  -1.00  1.02
H  0.51  -0.49  -0.54



Entry 2:
One molecule with the formula C10H19NOSi. Source: the OMol25 dataset; level of theory: ωB97M-V/def2-TZVPD.

Summary:
- E_LUMO: 0.7767 eV
- HOMO level: -0.31602 Eh
- Total charge: 0
- Energy above the lowest of the compared OMol25 structures with the same formula, charge and spin: 0.0 kJ/mol
- Gap between HOMO and LUMO: 9.4 eV
- Calculated total energy: -22092.09746 eV

CARTESIAN COORDINATES (ANGSTROEM)
C  -0.09  2.70  -0.66
C  -0.77  1.64  0.09
C  -0.91  2.03  1.61
Si  -0.21  -0.21  -0.46
N  -0.43  -0.43  -2.13
C  1.61  -0.28  -0.14
C  2.63  -1.21  -0.31
C  3.82  -0.47  0.06
C  3.42  0.77  0.45
O  2.09  0.90  0.20
C  -1.18  -1.52  0.55
C  -1.11  -2.89  0.00
C  -2.58  -1.04  0.51
H  0.75  3.14  -0.14
H  0.20  2.17  -1.54
H  -0.78  3.53  -1.00
H  -1.88  1.48  -0.14
H  -1.02  1.00  2.14
H  -1.61  2.84  1.91
H  0.06  2.36  1.92
H  0.29  -1.02  -2.58
H  -0.48  0.32  -2.87
H  2.59  -2.21  -0.68
H  4.75  -0.87  0.09
H  3.96  1.67  0.64
H  -0.79  -1.45  1.51
H  -1.56  -3.06  -1.09
H  -0.15  -3.26  0.04
H  -1.72  -3.70  0.60
H  -2.88  -0.89  -0.54
H  -2.72  -0.23  1.07
H  -3.32  -1.79  0.88



Which of these has the highest calculated total energy? C3H4OS



Number 2 is which compound? C10H19NOSi



Among the records above, which one has the highest gap between HOMO and LUMO? C3H4OS